{
  "formula": "C45H103N2O26PS3",
  "method": "ωB97M-V/def2-TZVPD",
  "homo_energy_ev": -8.15,
  "lumo_ev": -2.4,
  "gap_ha": 0.2109,
  "e_tot_ev": -146310.8529,
  "elements": ["O", "C", "C", "P", "O", "O", "O", "C", "N", "C", "S", "C", "O", "C", "C", "C", "C", "C", "S", "C", "S", "N", "C", "C", "O", "C", "C", "C", "C", "C", "C", "C", "C", "C", "C", "C", "C", "H", "H", "H", "H", "H", "H", "H", "H", "H", "H", "H", "H", "H", "H", "H", "H", "H", "H", "H", "H", "H", "H", "H", "C", "O", "H", "H", "H", "H", "C", "O", "H", "H", "H", "H", "C", "O", "H", "H", "H", "H", "C", "O", "H", "H", "H", "H", "C", "O", "H", "H", "H", "H", "C", "O", "H", "H", "H", "H", "C", "O", "H", "H", "H", "H", "C", "O", "H", "H", "H", "H", "C", "O", "H", "H", "H", "H", "C", "O", "H", "H", "H", "H", "C", "O", "H", "H", "H", "H", "C", "O", "H", "H", "H", "H", "C", "O", "H", "H", "H", "H", "C", "O", "H", "H", "H", "H", "C", "O", "H", "H", "H", "H", "C", "O", "H", "H", "H", "H", "C", "O", "H", "H", "H", "H", "C", "O", "H", "H", "H", "H", "C", "O", "H", "H", "H", "H", "C", "O", "H", "H", "H", "H"],
  "coordinates": [[3.637613, -1.940691, -2.570913], [3.082297, -2.232182, -1.391904], [3.945254, -2.931223, -0.185593], [5.777295, -3.385317, -0.607579], [6.702269, -2.092755, -0.371100], [6.440907, -4.652230, 0.382853], [5.897007, -3.961957, -2.284046], [3.298126, -3.153428, 1.134833], [4.157970, -3.792539, 2.245823], [3.703702, -5.067998, 2.524422], [2.900575, -6.373909, 3.335316], [1.726834, -2.714559, 1.505781], [1.425079, -2.796529, 2.817420], [0.732661, -2.192286, 0.314891], [-0.907537, -1.919727, 0.481992], [-1.605921, -2.237078, 1.929345], [-3.134278, -1.697061, 2.119265], [-4.143436, -2.708398, 2.932321], [-4.098447, -4.494153, 2.383958], [-4.638174, -4.722950, 0.606637], [-5.265248, -3.353639, -0.253620], [-4.535316, -6.109115, 0.010618], [-3.289344, -6.849522, 0.441573], [-1.874139, -6.110085, -0.053270], [-1.888357, -6.245212, -1.544886], [-3.061570, -5.493777, -2.100749], [-4.497355, -6.104147, -1.500740], [-1.693613, -1.348127, -0.861603], [-0.937554, -1.041785, -2.317451], [-1.870356, -0.416922, -3.557199], [-2.516169, -1.305134, -4.774259], [-3.460900, -0.487040, -5.883842], [-3.754791, 1.148364, -5.792119], [-3.108945, 2.036965, -4.575099], [-2.169826, 1.222812, -3.480441], [0.661253, -1.352820, -2.491919], [1.460742, -1.924857, -1.167308], [6.012862, -5.533592, 0.171665], [5.498140, -4.887935, -2.219558], [-0.939776, -1.674863, 2.745850], [-1.446026, -3.384996, 2.140955], [-3.063514, -0.709458, 2.786949], [-3.689850, -1.376551, 1.141900], [-5.229650, -2.249318, 2.941588], [-3.775390, -2.690334, 4.067381], [-3.292529, -7.893128, -0.138255], [-3.265213, -7.141300, 1.588487], [-0.952808, -6.654140, 0.440686], [-1.837590, -4.969124, 0.207715], [-2.886739, -4.371902, -1.814101], [-2.992176, -5.647382, -3.280133], [-5.442669, -5.632618, -2.018655], [-4.491995, -7.248897, -1.840243], [-2.844870, -1.128637, -0.845968], [-2.359288, -2.464053, -4.849657], [-4.005999, -1.036087, -6.792024], [-4.441239, 1.730115, -6.570798], [-3.317149, 3.206482, -4.456958], [-1.737060, 1.874114, -2.586415], [1.228089, -1.187163, -3.502436], [0.081996, 1.865917, 1.185501], [-0.575289, 1.018518, 2.109819], [-0.652590, 2.536880, 0.734176], [0.839913, 2.456233, 1.706151], [0.548763, 1.261565, 0.403889], [0.101192, 0.435108, 2.493800], [-7.490831, -9.109008, -1.561503], [-6.111711, -8.834013, -1.397558], [-7.961210, -8.270003, -2.079496], [-7.613999, -10.017085, -2.156661], [-7.956845, -9.236716, -0.581425], [-5.721419, -9.595318, -0.935475], [-7.334724, 3.072593, -7.472337], [-6.511501, 2.818649, -6.348821], [-6.703972, 3.356425, -8.317969], [-7.895526, 2.169687, -7.725806], [-8.023006, 3.889884, -7.243567], [-7.098529, 2.569376, -5.614862], [5.849963, -1.311039, 4.730357], [4.732116, -1.908503, 5.361171], [6.168501, -0.446100, 5.316802], [6.668182, -2.033256, 4.676442], [5.571018, -0.984450, 3.725588], [4.472186, -2.672352, 4.818580], [-4.672127, 1.565163, 0.288002], [-3.654035, 1.701049, -0.686419], [-5.644435, 1.578284, -0.209942], [-4.548303, 0.616436, 0.815802], [-4.615520, 2.397349, 0.993901], [-2.803613, 1.686018, -0.215262], [0.400811, 2.616543, -6.234945], [0.184595, 2.514805, -4.839462], [-0.412893, 2.109204, -6.758391], [0.417803, 3.669590, -6.526132], [1.349902, 2.140540, -6.493169], [0.921748, 2.973617, -4.401819], [3.501659, 4.628431, -5.379041], [2.844374, 3.781031, -4.454723], [2.767073, 5.299393, -5.830366], [4.259576, 5.218746, -4.858391], [3.968427, 4.024078, -6.160653], [3.520855, 3.197621, -4.070743], [-0.998341, 6.816666, -6.208453], [-1.655626, 5.969266, -5.284135], [-1.732927, 7.487628, -6.659778], [-0.240424, 7.406981, -5.687803], [-0.531573, 6.212313, -6.990065], [-0.979145, 5.385857, -4.900154], [-0.572993, -2.636144, 6.416309], [-0.577583, -2.423294, 5.016613], [-1.597203, -2.565201, 6.789755], [-0.176516, -3.631007, 6.633197], [0.042365, -1.873469, 6.899728], [0.343895, -2.492174, 4.714011], [7.000811, -7.268248, -4.417866], [6.784595, -7.369986, -3.022382], [6.187107, -7.775587, -4.941312], [7.017803, -6.215201, -4.709052], [7.949902, -7.744251, -4.676090], [7.521748, -6.911174, -2.584739], [1.049963, 1.329170, 6.145294], [-0.067884, 0.731706, 6.776108], [1.368501, 2.194109, 6.731739], [1.868182, 0.606953, 6.091378], [0.771018, 1.655759, 5.140524], [-0.327814, -0.032143, 6.233517], [-4.366769, 9.351097, -5.610808], [-3.017643, 9.506579, -5.210613], [-4.848464, 10.331549, -5.624511], [-4.402820, 8.915839, -6.612425], [-4.885880, 8.702474, -4.900989], [-2.616457, 8.620872, -5.207810], [1.146150, 9.017921, -8.888492], [-0.076967, 8.332908, -8.690461], [1.973070, 8.342221, -8.657983], [1.220461, 9.339012, -9.930301], [1.190968, 9.884724, -8.224658], [-0.791717, 8.957080, -8.902533], [1.746150, 3.983138, -1.492840], [0.523033, 3.298125, -1.294809], [2.573070, 3.307438, -1.262331], [1.820461, 4.304230, -2.534648], [1.790968, 4.849941, -0.829006], [-0.191717, 3.922297, -1.506880], [-1.751193, 2.266889, 10.173429], [-1.647102, 2.630889, 8.809192], [-2.478269, 2.920464, 10.660975], [-2.087525, 1.230081, 10.250210], [-0.778438, 2.382570, 10.657576], [-0.995506, 2.034276, 8.403102], [9.048807, -1.489111, 6.765429], [9.152898, -1.125111, 5.401192], [8.321731, -0.835536, 7.252975], [8.712475, -2.525919, 6.842210], [10.021562, -1.373430, 7.249576], [9.804494, -1.721724, 4.995102], [-2.351193, 4.083966, 6.073122], [-2.247102, 4.447966, 4.708884], [-3.078269, 4.737541, 6.560668], [-2.687525, 3.047158, 6.149902], [-1.378438, 4.199646, 6.557268], [-1.595506, 3.851353, 4.302795], [-0.496520, -0.412237, -8.115226], [0.326703, -0.666182, -6.991709], [0.134232, -0.128406, -8.960858], [-1.057322, -1.315144, -8.368695], [-1.184802, 0.405054, -7.886455], [-0.260325, -0.915454, -6.257751], [11.727007, -2.648705, 9.717448], [11.722417, -2.435855, 8.317753], [10.702797, -2.577762, 10.090894], [12.123484, -3.643568, 9.934336], [12.342365, -1.886030, 10.200868], [12.643895, -2.504735, 8.015150], [-2.805076, 5.922246, 10.438945], [-3.145685, 5.260986, 11.643600], [-3.150733, 5.321894, 9.594196], [-3.289747, 6.901143, 10.409948], [-1.720179, 6.038895, 10.380448], [-2.826614, 5.816802, 12.374829]],
  "forces_ev_per_a": [[-3.161, -1.826, 7.244], [1.015, 1.136, -4.127], [-2.865, -0.408, 2.181], [4.748, 3.617, -0.070], [-4.035, -5.267, -1.054], [-2.561, 0.767, -2.488], [-1.441, -0.792, 4.446], [1.654, 0.315, -3.159], [-4.356, -6.364, -0.790], [-0.833, 3.657, 1.900], [3.047, 4.168, -3.043], [-1.117, 0.182, 4.191], [1.532, 0.431, -7.771], [-0.633, 0.716, -2.450], [1.818, 0.655, -3.091], [1.019, 0.667, -0.089], [-0.498, 0.727, 0.431], [0.236, 1.936, 0.329], [-0.267, -0.408, -1.007], [-0.582, 0.618, -1.113], [0.961, -2.522, 1.431], [1.768, 3.103, 0.618], [1.506, -1.469, 0.475], [-1.308, -0.306, -0.242], [-1.146, 0.873, 1.428], [0.086, -0.018, 0.146], [0.577, -1.006, -2.089], [3.541, -0.547, -0.473], [1.152, -1.176, 2.144], [-1.554, 1.835, -1.598], [-0.906, 4.613, 0.242], [1.087, 2.157, 2.368], [2.385, -1.275, 2.977], [0.776, -4.872, -0.258], [-1.710, -1.268, -2.427], [-2.024, -0.761, 4.107], [-2.109, 0.512, -0.209], [0.636, 1.276, 0.368], [0.710, 1.371, -0.642], [-1.448, -1.395, -1.920], [-0.569, 2.232, -0.455], [-0.179, -2.138, -1.466], [1.371, -0.872, 1.714], [2.167, -1.107, -0.265], [-0.772, -0.683, -2.475], [-0.063, 2.341, 1.244], [-0.252, 1.021, -2.293], [-1.809, 0.983, -1.420], [-0.190, -2.035, -0.291], [-0.613, -1.961, -0.636], [-0.279, 0.338, 2.683], [2.041, -0.636, 1.403], [-0.131, 2.578, 0.961], [2.517, -0.495, 0.086], [-0.334, 2.568, 0.194], [1.506, 1.111, 2.349], [1.596, -1.700, 1.851], [0.577, -2.979, -0.328], [-0.854, -1.843, -2.151], [-1.205, -0.330, 2.269], [0.144, -0.167, -0.058], [-0.009, -0.486, 0.621], [0.130, -0.185, 0.158], [0.062, 0.198, -0.226], [0.013, 0.243, -0.151], [-0.432, 0.239, -0.193], [-0.019, -0.175, 0.091], [0.473, -0.352, 0.217], [0.174, -0.093, 0.092], [-0.268, 0.026, -0.016], [-0.239, -0.007, -0.108], [-0.164, 0.480, -0.261], [-0.172, -0.030, 0.114], [-0.089, -0.105, 0.460], [-0.028, -0.050, 0.195], [-0.112, 0.107, -0.226], [-0.095, 0.009, -0.260], [0.482, 0.105, -0.331], [0.094, -0.173, -0.198], [-0.572, -0.476, 0.050], [-0.083, -0.189, -0.042], [0.157, 0.278, -0.105], [0.247, 0.109, -0.068], [0.086, 0.441, 0.296], [0.125, 0.050, 0.149], [0.546, 0.016, -0.067], [0.210, -0.001, -0.021], [-0.240, 0.048, 0.159], [-0.220, -0.091, 0.152], [-0.380, -0.049, -0.257], [0.182, 0.012, 0.220], [0.002, 0.272, 0.430], [0.099, 0.090, 0.203], [0.020, 0.053, -0.302], [-0.061, 0.022, -0.261], [-0.131, -0.293, -0.261], [0.215, -0.002, -0.121], [0.180, -0.419, 0.288], [0.048, -0.152, 0.118], [0.034, 0.120, -0.199], [0.046, 0.213, -0.117], [-0.476, 0.209, -0.140], [0.239, -0.252, 0.016], [0.026, -0.367, 0.501], [0.121, -0.187, 0.009], [0.078, 0.196, -0.236], [0.023, 0.311, -0.150], [-0.483, 0.155, -0.178], [0.151, -0.088, 0.032], [0.267, 0.238, -0.280], [0.122, 0.007, -0.115], [-0.039, 0.041, 0.263], [-0.021, -0.197, 0.343], [-0.456, -0.060, -0.171], [0.167, 0.144, -0.120], [0.113, 0.264, 0.712], [0.103, 0.060, 0.190], [0.026, -0.066, -0.254], [-0.053, 0.035, -0.238], [-0.391, -0.288, -0.209], [0.091, -0.123, -0.160], [-0.374, -0.335, 0.053], [-0.112, -0.148, -0.042], [0.177, 0.176, -0.101], [0.199, 0.124, -0.067], [-0.038, 0.439, 0.292], [0.108, -0.193, 0.055], [0.419, -0.239, 0.033], [0.163, -0.116, 0.026], [-0.287, -0.004, -0.041], [-0.238, 0.025, -0.135], [-0.176, 0.498, 0.129], [-0.117, 0.184, -0.052], [-0.534, 0.093, -0.060], [-0.201, 0.035, -0.023], [0.263, 0.088, 0.032], [0.254, 0.061, -0.069], [0.353, -0.423, 0.153], [-0.126, 0.341, -0.162], [-0.637, 0.078, -0.081], [-0.181, 0.004, 0.002], [0.262, 0.073, 0.210], [0.258, 0.052, -0.006], [0.354, -0.392, 0.088], [0.039, -0.049, -0.098], [0.268, -0.057, -0.324], [0.134, -0.061, -0.106], [0.001, -0.034, 0.258], [-0.073, -0.067, 0.269], [-0.381, 0.197, -0.086], [0.260, -0.034, 0.109], [0.258, -0.123, -0.614], [0.030, -0.059, -0.196], [-0.035, -0.019, 0.281], [-0.251, -0.120, 0.181], [-0.395, 0.420, 0.179], [0.184, -0.232, 0.005], [0.277, -0.060, -0.644], [0.111, -0.065, -0.152], [0.021, 0.048, 0.319], [-0.154, -0.088, 0.271], [-0.427, 0.360, 0.164], [-0.055, -0.044, 0.246], [0.040, -0.180, 0.344], [0.008, -0.063, 0.172], [-0.147, 0.103, -0.226], [-0.161, -0.043, -0.243], [0.218, 0.231, -0.250], [0.200, -0.024, 0.023], [0.499, -0.039, -0.413], [0.138, 0.008, -0.160], [-0.059, 0.020, 0.264], [-0.071, -0.085, 0.249], [-0.565, 0.062, 0.092], [0.085, 0.157, 0.035], [0.030, 0.055, 0.633], [0.064, 0.018, 0.201], [0.074, 0.062, -0.241], [-0.010, 0.085, -0.270], [-0.232, -0.413, -0.378]],
  "mulliken_charge": [-0.66, 0.08, 0.28, 1.00, -0.67, -0.52, -0.48, -0.07, -0.33, 0.19, -0.09, 0.33, -0.46, 0.02, 0.98, 0.71, 0.06, -0.65, -0.09, 0.08, -0.19, 0.09, -0.83, 0.30, -0.50, 0.31, -0.65, -0.62, 0.38, 0.08, -0.72, -0.40, -0.20, -0.57, 0.55, -1.01, 0.17, 0.33, 0.33, -0.34, 0.42, 0.30, -0.47, 0.37, 0.28, 0.31, 0.32, 0.30, -0.15, -0.22, 0.31, 0.30, 0.21, 0.11, 0.33, 0.26, 0.22, 0.29, -0.12, 0.33, -0.78, -0.29, 0.28, 0.36, 0.30, 0.13, -0.56, -0.42, 0.22, 0.25, 0.26, 0.25, -0.57, -0.44, 0.21, 0.27, 0.26, 0.28, -0.48, -0.51, 0.22, 0.24, 0.25, 0.27, -0.43, -0.30, 0.24, 0.04, 0.30, 0.16, -0.15, -0.09, -0.09, 0.04, 0.27, 0.13, -0.66, -0.33, 0.17, 0.30, 0.28, 0.23, -0.65, -0.48, 0.13, 0.39, 0.34, 0.23, -0.89, -0.26, 0.25, 0.27, 0.39, 0.24, -0.54, -0.50, 0.22, 0.26, 0.26, 0.31, -0.49, -0.39, 0.28, 0.28, 0.14, 0.21, -0.51, -0.49, 0.23, 0.23, 0.25, 0.29, -0.53, -0.45, 0.19, 0.26, 0.26, 0.27, -0.66, -0.31, 0.19, 0.24, 0.33, 0.21, -0.63, -0.35, 0.14, 0.27, 0.29, 0.23, -0.54, -0.51, 0.28, 0.26, 0.22, 0.28, -0.43, -0.56, 0.21, 0.27, 0.21, 0.30, -0.54, -0.45, 0.25, 0.29, 0.16, 0.27, -0.51, -0.47, 0.22, 0.25, 0.26, 0.28, -0.44, -0.51, 0.10, 0.31, 0.26, 0.29]
}